# 1
Below is a 5-piece molecular cluster, C33H79N9OS overall in a non-equilibrium geometry, with properties calculated with ωB97M-V/def2-TZVPD.

Positions of all 123 atoms, in Å:
H 4.91516 -0.81733 1.56826
N 4.12449 -0.15700 1.55267
C 3.20548 -0.52911 2.41805
N 3.44628 -1.72330 3.23229
N 1.97664 0.26569 2.54572
C 1.64024 0.52662 3.97074
C 0.17024 1.08573 4.24446
C -0.72685 1.37962 2.96287
C -2.24008 0.91015 3.33734
C -2.65458 -0.44599 2.58173
N -3.23206 -0.06126 1.26561
C -1.53618 -1.59400 2.62480
C -2.13072 -3.00877 3.11807
S -1.53899 -4.17423 1.78823
N -3.58223 -2.77207 3.29657
C -3.87148 -1.31212 3.20895
O -4.99041 -0.94098 3.58812
H 4.43374 -1.98229 3.25991
H 2.85743 -2.51013 2.94446
H 2.15847 1.15090 2.05362
H 2.41170 1.27649 4.37168
H 1.77688 -0.41060 4.60998
H -0.32204 0.39602 5.01686
H 0.29570 2.08636 4.79527
H -0.77409 2.49292 2.74743
H -0.45889 0.79897 2.02971
H -2.96781 1.75536 3.07361
H -2.36659 0.71696 4.45048
H -2.47700 0.18335 0.61378
H -3.88059 0.73448 1.37676
H -1.06062 -1.51415 1.59754
H -0.66471 -1.37332 3.33248
H -1.48488 -3.20698 4.04126
H -0.18679 -3.82999 1.66523
H -3.69333 -3.01217 4.30015
C 10.89383 -1.31690 -1.25163
C 9.44907 -1.73149 -1.50128
N 8.68645 -1.95535 -0.27922
C 7.41666 -2.63519 -0.50449
C 6.36032 -1.90733 -1.33705
C 8.64171 -0.84200 0.66256
C 8.09432 0.49409 0.16080
H 11.40203 -2.03073 -0.59882
H 11.43791 -1.28292 -2.19866
H 10.96066 -0.32330 -0.80193
H 9.48071 -2.66916 -2.06923
H 8.97117 -0.98873 -2.15238
H 6.97560 -2.91036 0.45975
H 7.62863 -3.59167 -0.99661
H 5.89165 -1.09831 -0.77554
H 5.56289 -2.60555 -1.61058
H 6.76640 -1.50140 -2.26596
H 9.65636 -0.67200 1.03807
H 8.07525 -1.14242 1.55104
H 8.50277 0.77586 -0.81200
H 8.36507 1.28713 0.86440
H 7.00574 0.48893 0.09411
C -4.02573 -2.54748 7.73339
C -3.09907 -3.53692 8.42965
N -1.85410 -3.77784 7.70939
C -1.11132 -4.93187 8.20370
C -0.57280 -4.86968 9.63372
C -1.05075 -2.59929 7.40651
C -0.60255 -1.72232 8.57507
H -4.22360 -2.85005 6.70191
H -4.98271 -2.50415 8.25837
H -3.61184 -1.53618 7.72735
H -3.64582 -4.48430 8.50729
H -2.91874 -3.19608 9.45683
H -0.27975 -5.14688 7.52458
H -1.76432 -5.80926 8.13096
H 0.29221 -4.21024 9.71113
H -0.23998 -5.86495 9.94429
H -1.32882 -4.54354 10.35120
H -1.61713 -1.97039 6.70967
H -0.16561 -2.90055 6.83498
H -1.41126 -1.51628 9.27921
H -0.25431 -0.75687 8.19493
H 0.23063 -2.16638 9.12043
C -2.00203 0.80127 -2.56009
C -3.23592 1.69103 -2.47519
N -2.92930 3.09935 -2.25449
C -4.09199 3.89327 -1.87392
C -5.22126 4.03295 -2.89581
C -2.03740 3.72158 -3.22639
C -2.45391 3.68993 -4.69636
H -1.36214 0.92798 -1.68264
H -2.30465 -0.24776 -2.60480
H -1.41118 1.00783 -3.45565
H -3.83160 1.32610 -1.62938
H -3.84685 1.54116 -3.37415
H -3.76572 4.89404 -1.57243
H -4.51776 3.45318 -0.96435
H -4.95214 4.71341 -3.70435
H -6.10651 4.45464 -2.40954
H -5.51580 3.07367 -3.32690
H -1.05527 3.24417 -3.14322
H -1.85358 4.76140 -2.93553
H -2.80741 2.70602 -5.01283
H -1.59350 3.93897 -5.32548
H -3.22855 4.42615 -4.91435
C -2.58114 0.75118 -11.13188
C -3.45103 1.80728 -10.46137
N -3.22914 1.92045 -9.02507
C -4.25507 2.69925 -8.33951
C -4.37695 4.18053 -8.70010
C -1.85628 2.18659 -8.60665
C -1.17673 3.44025 -9.15674
H -2.69033 -0.21925 -10.64169
H -2.88005 0.63431 -12.17644
H -1.52444 1.02923 -11.12479
H -4.49430 1.51472 -10.63101
H -3.30889 2.76660 -10.97500
H -4.11701 2.61271 -7.25667
H -5.22546 2.22794 -8.53493
H -3.56453 4.76848 -8.27158
H -5.30857 4.58292 -8.28975
H -4.40070 4.34748 -9.77917
H -1.24141 1.32225 -8.87929
H -1.80830 2.21349 -7.51263
H -1.32607 3.56114 -10.23178
H -0.09749 3.37457 -8.98812
H -1.52103 4.34396 -8.65261

Summary:
Calculated total energy in hartree: -2270.82818
Kohn-Sham gap in eV: 8.32
F_max in Eh/bohr: 0.0756
Multiplicity: 1
SMILES: [H]/N=C(\N)NCCCC[C@@]1(N)C[C@H](S)NC1=O.CCN(CC)CC.CCN(CC)CC.CCN(CC)CC.CCN(CC)CC
Charge: 0

# 2
Below is a 5-piece molecular cluster, C33H80BN6O18S5 overall in a non-equilibrium geometry, with properties calculated with ωB97M-V/def2-TZVPD.

Positions of all 143 atoms, in Å:
C 5.52057 -2.44103 5.05246
C 5.23810 -0.98429 4.34230
O 4.00251 -0.30784 4.83526
C 2.82396 -0.75940 4.02133
C 2.73268 -0.04877 2.54804
C 1.35897 0.63683 2.06123
C 0.56978 -0.69285 1.42596
C 0.19633 -1.90927 2.43962
C -1.35276 -2.41813 2.06486
C -1.78777 -3.79690 2.84412
C -3.23087 -4.27146 2.14457
N -4.36920 -3.29247 2.43571
C 1.75263 1.65460 0.78538
C 2.79706 2.86474 1.15861
C 3.04302 3.87508 -0.15489
C 1.89558 4.93218 -0.71838
N 4.26791 3.93756 -0.83214
B 2.66113 0.91064 -0.42409
O 4.11207 0.68980 -0.37810
C 1.88693 0.31046 -1.78723
C 2.66831 -1.13261 -2.11106
O 0.59444 2.09341 0.00148
C -0.63885 2.28606 0.72315
C -0.28078 2.59283 2.29186
C -1.67507 3.00752 3.01876
C -2.38301 4.38990 2.51111
N -1.45129 5.54578 2.23326
N -3.38645 4.14151 1.36431
N -3.27433 4.85630 3.68353
N 0.54971 1.49573 2.99796
O -0.40194 0.84394 3.72632
S 1.35985 2.29225 4.32412
C 0.98046 1.54349 6.04400
O 0.89402 3.77757 4.60672
O 2.88084 2.44553 4.29944
H 4.50534 -2.88166 5.49360
H 6.39530 -2.44346 5.83310
H 5.81828 -3.19253 4.17776
H 5.27769 -1.07549 3.16630
H 6.16833 -0.29544 4.63339
H 3.00448 -1.93729 3.91839
H 1.80807 -0.66073 4.58190
H 3.70643 0.64390 2.51576
H 3.02941 -0.95056 1.81656
H 1.23699 -1.28894 0.63439
H -0.41070 -0.43188 0.84830
H 0.86636 -2.88675 2.29682
H 0.17858 -1.67480 3.57620
H -2.05333 -1.55855 2.50674
H -1.55843 -2.43183 0.90889
H -2.00098 -3.62783 4.00617
H -0.97746 -4.63779 2.71537
H -3.52472 -5.37164 2.45189
H -3.03257 -4.18109 0.97283
H -5.14670 -3.62576 1.79148
H -4.14612 -2.32889 2.07873
H 3.88800 2.51205 1.44388
H 2.46703 3.58848 2.00938
H 1.43790 4.45020 -1.69064
H 2.40140 5.95825 -1.02193
H 1.02149 5.08586 0.07932
H 4.93622 3.27400 -0.38067
H 4.39041 0.01806 0.30986
H 1.95051 1.03622 -2.70381
H 0.77008 -0.01746 -1.52217
H 1.89687 -1.94809 -2.51482
H 3.55874 -0.94237 -2.84798
H 3.12592 -1.61026 -1.12659
H -1.14415 3.27517 0.28427
H -1.47031 1.44589 0.56936
H 0.32725 3.61390 2.17011
H -1.61305 3.09388 4.20844
H -2.47343 2.14081 2.82618
H -0.94111 5.39304 1.31733
H -0.77579 5.71956 3.01487
H -4.36196 4.15859 1.77691
H -3.28770 3.13593 1.03259
H -3.77280 3.99222 3.98876
H -3.93300 5.60368 3.35166
H -1.10162 0.40847 3.19044
H 0.17846 2.15563 6.63875
H 1.97610 1.59735 6.70156
H 0.65174 0.43557 6.03443
O 0.70234 -0.44166 -4.69094
S -0.37927 0.21521 -5.39258
O -1.40924 -0.52837 -6.08712
O 0.24452 1.32253 -6.41205
C 1.22170 0.90630 -7.35456
C 0.58768 0.17950 -8.52577
C -1.16602 1.35502 -4.28116
H 1.98924 0.29039 -6.87416
H 1.71750 1.81109 -7.72232
H 0.16345 -0.77840 -8.21066
H 1.32870 -0.01945 -9.30506
H -0.22930 0.76994 -8.95263
H -0.39932 1.95582 -3.78938
H -1.72115 0.77566 -3.54050
H -1.85135 1.98632 -4.84928
O 1.16567 -4.31281 -3.50031
S -0.18100 -4.67690 -3.11614
O -0.64874 -4.56284 -1.75072
O -0.49780 -6.18190 -3.65393
C 0.38595 -7.23364 -3.29436
C 0.15180 -7.69038 -1.86659
C -1.32280 -3.81910 -4.17153
H 1.42859 -6.93708 -3.44988
H 0.18312 -8.06849 -3.97376
H 0.43524 -6.91088 -1.15323
H 0.74291 -8.58308 -1.64375
H -0.90690 -7.91242 -1.69885
H -1.00652 -3.94178 -5.20861
H -1.30761 -2.76228 -3.89710
H -2.32244 -4.22896 -4.01757
O -1.24534 -9.19336 -6.95810
S -1.78813 -8.64672 -8.18294
O -0.95086 -8.32762 -9.32018
O -2.70207 -7.34638 -7.82460
C -2.12280 -6.29507 -7.06589
C -1.21778 -5.42814 -7.92107
C -3.10678 -9.69887 -8.73749
H -1.58704 -6.69096 -6.19671
H -2.94754 -5.68298 -6.68531
H -0.33104 -5.98274 -8.24193
H -0.88275 -4.54949 -7.36275
H -1.73796 -5.09878 -8.82617
H -3.77242 -9.90431 -7.89765
H -2.66591 -10.62861 -9.10303
H -3.64209 -9.19808 -9.54597
O -0.33433 10.26805 5.63349
S -1.68100 9.90396 6.01767
O -2.14874 10.01802 7.38308
O -1.99780 8.39897 5.47987
C -1.11405 7.34723 5.83944
C -1.34820 6.89049 7.26721
C -2.82280 10.76177 4.96227
H -0.07141 7.64378 5.68392
H -1.31688 6.51237 5.16004
H -1.06475 7.66999 7.98057
H -0.75709 5.99778 7.49005
H -2.40690 6.66844 7.43495
H -2.50652 10.63909 3.92519
H -2.80761 11.81858 5.23670
H -3.82244 10.35190 5.11623

Summary:
Calculated total energy in hartree: -5003.13306
Kohn-Sham gap in eV: 7.83
F_max in Eh/bohr: 0.2670
Multiplicity: 1
Charge: +1

# 3
Below is C33H81BClNO11SSi2 as an isolated structure, with properties calculated with ωB97M-V/def2-TZVPD.

Positions of all 131 atoms, in Å:
C -0.85914 -2.46143 -0.17671
C -1.28162 -2.54276 -1.63437
N -0.36499 -1.75099 -2.47234
C -0.67622 -0.30129 -2.38242
C 0.58621 0.55225 -2.38954
Si 0.12631 2.36370 -2.44310
C 1.54451 3.55831 -2.14330
C 2.64118 3.20237 -1.13563
C 3.66889 2.19477 -1.66123
C 4.49571 1.57655 -0.52400
S 4.48293 -0.21049 -0.48492
O 5.82609 -0.69783 -0.58303
O 3.44804 -0.73363 -1.31779
Cl 3.87951 -0.55913 1.44020
O -1.16263 2.62210 -1.41895
Si -1.05069 2.94612 0.19885
C -1.00442 1.38453 1.23276
C 0.39339 0.80914 1.51430
C -2.55569 3.95297 0.68884
B -3.78117 3.04063 0.95161
O -4.33819 2.22980 -0.03627
O -4.36782 2.99205 2.22729
C -0.47495 -2.11260 -3.85907
C -1.83193 -2.40583 -4.42736
O 0.51169 -2.15220 -4.54478
H -0.60651 -1.43413 0.08589
H -1.66507 -2.77493 0.48460
H 0.03587 -3.05478 -0.00689
H -2.32447 -2.22060 -1.74869
H -1.23880 -3.58512 -1.94950
H -1.28609 -0.09466 -1.50503
H -1.29197 0.00263 -3.23920
H 1.25232 0.26353 -1.57923
H 1.12236 0.33632 -3.31913
H -0.38371 2.63931 -3.80711
H 2.01774 3.67737 -3.12472
H 1.12303 4.53865 -1.91036
H 2.23724 2.85176 -0.18419
H 3.18722 4.11928 -0.89845
H 3.21329 1.43280 -2.28889
H 4.37772 2.73397 -2.29043
H 4.15750 1.91206 0.45352
H 5.55131 1.82764 -0.59628
H 0.13761 3.77693 0.48597
H -1.45871 1.64885 2.19403
H -1.64088 0.60237 0.81058
H 0.33489 -0.24653 1.78174
H 0.87509 1.31542 2.34815
H 1.05454 0.86413 0.64920
H -2.76064 4.60413 -0.16553
H -2.28173 4.54524 1.56064
H -4.07782 1.32058 0.15110
H -3.92766 2.35220 2.79587
H -2.61119 -1.75280 -4.04004
H -2.11997 -3.43113 -4.19639
H -1.79677 -2.30191 -5.50669
C -8.98431 7.29984 -0.24971
C -7.91223 6.88458 -1.24329
O -6.67941 6.52424 -0.65147
C -6.71824 5.43324 0.25315
C -7.19952 4.13374 -0.36519
H -8.63496 8.13111 0.36370
H -9.88260 7.61324 -0.78251
H -9.26343 6.48351 0.41748
H -7.67351 7.72439 -1.89619
H -8.28234 6.07849 -1.88737
H -7.31147 5.69035 1.13797
H -5.68916 5.31481 0.59529
H -8.22819 4.20435 -0.72252
H -7.15060 3.32715 0.36595
H -6.56920 3.86607 -1.21383
C 7.53052 -6.03968 1.87365
C 6.23469 -5.98768 2.66506
O 5.88351 -4.69813 3.12705
C 5.68427 -3.70972 2.12906
C 4.58101 -4.03750 1.13937
H 8.35537 -5.64232 2.46629
H 7.75952 -7.07100 1.60374
H 7.47122 -5.46114 0.95110
H 6.33757 -6.59010 3.56821
H 5.41534 -6.42821 2.08517
H 6.62062 -3.50225 1.59929
H 5.43135 -2.80573 2.68113
H 4.80846 -4.93488 0.56229
H 4.45430 -3.22201 0.43145
H 3.63439 -4.20209 1.65715
C -5.64248 -1.88154 -8.19966
C -4.46754 -2.78184 -7.85893
O -4.31213 -3.03406 -6.47379
C -5.39913 -3.67070 -5.82793
C -5.74562 -5.03836 -6.39077
H -5.55685 -0.92776 -7.67805
H -5.66366 -1.69087 -9.27277
H -6.59783 -2.33060 -7.92507
H -3.53733 -2.30012 -8.16049
H -4.53168 -3.72266 -8.41722
H -6.28230 -3.02167 -5.82944
H -5.08523 -3.77169 -4.78838
H -6.07859 -4.98362 -7.42765
H -6.55131 -5.48533 -5.80779
H -4.87893 -5.69923 -6.34989
C 2.23400 8.02271 0.99079
C 1.07762 7.06768 0.74991
O 0.85787 6.14411 1.79898
C 0.54903 6.69516 3.06683
C -0.70755 7.54842 3.08513
H 3.15674 7.46904 1.16885
H 2.37411 8.66266 0.11934
H 2.05930 8.66982 1.85104
H 1.28963 6.44983 -0.12429
H 0.16066 7.62518 0.52731
H 1.40196 7.26044 3.45968
H 0.41589 5.83241 3.71992
H -0.61422 8.43218 2.45314
H -0.90936 7.88839 4.10114
H -1.56640 6.97430 2.73465
C 5.31473 -6.31648 6.39427
C 6.50153 -6.79863 7.20920
O 6.15752 -7.55083 8.35951
C 5.42412 -8.73796 8.12803
C 6.13679 -9.75242 7.24943
H 4.64524 -5.71643 7.01179
H 5.65860 -5.70337 5.56077
H 4.73592 -7.14496 5.98194
H 7.05602 -5.94179 7.59142
H 7.19457 -7.36399 6.57437
H 4.43492 -8.50645 7.71595
H 5.26098 -9.16264 9.11855
H 6.30897 -9.37381 6.24123
H 5.53420 -10.65729 7.16456
H 7.10347 -10.01760 7.67933

Summary:
Calculated total energy in hartree: -3650.65646
Kohn-Sham gap in eV: 9.25
F_max in Eh/bohr: 0.0173
Multiplicity: 1
Charge: 0